C39H90N10O8 | wB97M-V/def2-TZVPD

Element x y z (Å)
O (3.043, -0.513, 4.364)
O (-1.317, -4.761, -0.241)
O (2.462, 0.154, -0.682)
O (-1.159, 2.165, -6.867)
O (-1.688, -1.995, -1.895)
O (-0.118, -3.094, -4.706)
O (2.946, -1.650, 1.603)
O (-3.731, -1.090, -0.165)
N (3.745, -2.771, 1.716)
N (2.652, 1.694, 1.042)
N (-0.490, -1.421, -0.036)
N (-3.615, -0.237, 0.873)
N (2.627, 0.893, 4.026)
N (0.374, -1.162, -2.178)
N (-1.340, 3.089, -5.780)
N (-1.589, -4.389, -6.059)
N (-2.295, -2.559, -4.569)
N (1.832, 2.237, -1.096)
C (-5.512, 1.017, -0.133)
C (-2.876, 4.666, -4.793)
C (3.146, 3.148, 4.317)
C (-4.399, 0.193, 3.173)
C (2.353, -3.897, -0.140)
C (1.678, 3.418, 4.710)
C (0.785, 2.477, 4.052)
C (-2.751, 3.918, -3.469)
C (5.782, -1.549, 1.898)
C (0.447, 0.169, 3.232)
C (-1.257, -3.326, -5.129)
C (3.778, -5.284, 1.331)
C (-4.226, -0.917, 2.172)
C (-3.110, 1.460, -0.711)
C (-2.664, 4.567, -7.287)
C (4.922, 1.533, 3.772)
C (5.803, -3.935, 1.170)
C (-3.926, 2.865, -6.016)
C (5.101, -5.215, 0.642)
C (5.110, -2.580, 1.053)
C (-0.666, -1.507, -1.383)
C (-4.088, 1.061, 0.399)
C (0.312, 1.886, -4.478)
C (-2.679, 3.725, -5.987)
C (-5.478, -1.722, 1.791)
C (-4.926, 1.546, 2.711)
C (3.628, 1.772, 4.612)
C (-1.410, 3.239, -3.295)
C (5.109, -2.156, -0.434)
C (-4.069, 2.081, 1.541)
C (-1.154, 2.312, -4.516)
C (2.329, 1.323, -0.236)
C (1.783, -4.054, 2.353)
C (2.928, -3.955, 1.262)
C (-1.935, 1.034, -4.323)
C (3.828, 1.685, 6.132)
C (-3.074, -1.820, 2.675)
C (1.220, 0.996, 4.361)
C (0.861, 0.586, 5.803)
H (5.270, 0.532, 4.052)
H (-1.348, -1.562, 0.544)
H (0.686, 1.721, -5.478)
H (0.934, 0.451, 2.234)
H (-1.313, 2.568, -2.462)
H (-2.847, -1.312, -0.509)
H (-2.149, -1.267, 2.754)
H (3.151, -0.901, 3.486)
H (-3.059, 2.315, 1.853)
H (2.199, -4.134, 3.338)
H (-2.198, -5.137, -0.191)
H (-5.002, -0.111, 4.039)
H (4.288, -1.476, -0.778)
H (-1.557, 0.506, -3.431)
H (3.108, -6.016, 0.895)
H (-3.388, 0.928, -1.650)
H (-1.905, 5.324, -7.307)
H (3.002, 1.969, 6.796)
H (-1.978, -2.004, -3.732)
H (-3.406, 0.371, 3.572)
H (-0.819, -4.571, -6.689)
H (-4.441, 3.022, 1.150)
H (0.929, 2.686, -4.053)
H (-2.949, -2.652, 1.992)
H (6.831, -3.833, 0.724)
H (2.914, 0.977, 1.677)
H (1.245, -0.767, -1.785)
H (5.730, 2.264, 3.866)
H (-1.718, 0.287, -5.092)
H (5.612, -1.819, 2.919)
H (5.637, -6.167, 0.856)
H (-2.976, 1.205, -4.224)
H (-3.275, -2.302, 3.650)
H (-3.540, 3.201, -3.451)
H (1.548, 3.264, 5.797)
H (1.369, -0.338, 6.109)
H (0.827, 2.604, 2.949)
H (2.794, -1.391, 0.682)
H (-3.268, -2.828, -4.547)
H (0.367, -0.989, 0.371)
H (0.449, 0.954, -3.893)
H (1.061, -4.792, 2.077)
H (4.740, 1.673, 2.690)
H (6.880, -1.494, 1.628)
H (6.104, -1.733, -0.632)
H (-3.167, 2.527, -0.903)
H (-0.238, 0.453, 5.833)
H (-2.891, 4.605, -2.680)
H (-2.441, -4.101, -6.561)
H (1.096, 1.303, 6.615)
H (-5.462, -1.975, 0.747)
H (3.802, 3.881, 4.796)
H (5.980, -4.090, 2.214)
H (-4.981, 2.332, 3.489)
H (1.486, 4.509, 4.591)
H (-3.926, 5.081, -4.830)
H (4.046, 0.681, 6.479)
H (0.424, -1.427, -3.129)
H (1.804, 3.197, -0.790)
H (-1.712, 1.424, -6.618)
H (3.957, -5.443, 2.442)
H (1.975, -4.927, -0.374)
H (-2.202, 5.511, -4.892)
H (4.830, 2.193, 6.392)
H (1.703, 1.978, -2.061)
H (-5.553, 0.233, -0.849)
H (-2.386, 3.858, -8.069)
H (-3.620, 4.995, -7.400)
H (-4.739, 3.560, -6.258)
H (1.235, -3.143, 2.216)
H (-0.253, 2.615, 4.335)
H (-5.700, 1.903, -0.773)
H (-0.601, 3.923, -3.217)
H (-0.608, 0.486, 3.030)
H (1.568, -3.158, -0.255)
H (3.139, -3.753, -0.863)
H (-2.111, 1.131, -0.469)
H (4.992, -3.127, -1.016)
H (-5.921, 1.384, 2.289)
H (-5.650, -2.607, 2.391)
H (-3.844, 2.084, -6.766)
H (-1.456, -4.008, -0.898)
H (-6.359, -1.135, 2.014)
H (3.087, 3.257, 3.223)
H (2.760, 2.633, 1.338)
H (5.327, -0.583, 1.802)
H (4.915, -5.273, -0.466)
H (0.588, -0.898, 3.372)
H (-6.321, 0.913, 0.605)
H (-4.149, 2.420, -5.061)

The value obtained for the HOMO energy is -8.27 eV. Its SMILES is CC1(C)CCCC(C)(C)N1O.CC1(C)CCCC(C)(C)N1O.CC1(C)CCCC(C)(C)N1O.CC1(C)CCCC(C)(C)N1O.NC(N)=O.NC(N)=O.NC(N)=O.O. The largest force on an atom comes out at 3.23 eV Å⁻¹. For the total energy, the calculation gives -2689.3837 Ha. As for the gap between HOMO and LUMO: 8.47 eV.

Mulliken population analysis, charges in e, atoms 1 to 99: -0.824 -0.576 -0.855 -0.483 -0.690 -0.595 2.622 -0.721 -0.491 0.264 1.709 1.372 1.405 0.390 -0.022 -0.543 -0.151 -0.380 -1.971 -1.557 -1.138 -1.111 -1.472 -0.789 -1.074 -0.518 -2.125 -0.615 0.511 -1.211 1.740 -2.272 -1.985 -1.728 -1.654 -1.720 -0.469 1.864 0.543 1.829 -1.527 1.777 -1.786 -0.764 1.473 -1.067 -1.153 -1.148 2.139 0.369 -1.727 1.675 -1.638 -1.693 -1.754 1.190 -1.856 0.427 -0.817 0.354 -0.433 0.130 -0.232 0.068 -0.043 0.345 0.431 0.272 0.427 -0.242 -0.275 0.479 0.353 0.423 0.231 -0.114 0.141 0.297 0.439 0.342 0.487 0.362 -0.872 -0.211 0.479 0.936 0.484 0.430 0.164 0.430 0.152 0.346 0.358 0.263 -0.558 0.261 -0.552 0.075 0.462

***

C39H91N13O13 | wB97M-V/def2-TZVPD

Element x y z (Å)
O (0.582, -4.009, 3.065)
O (0.023, -4.145, -1.701)
O (4.511, -3.090, -0.935)
O (-1.764, 1.617, 2.582)
O (-5.496, 4.776, 1.210)
O (3.356, 2.582, -1.772)
O (4.735, -1.428, 5.609)
O (-3.713, -5.607, 1.796)
O (-2.751, 3.314, -5.969)
O (-2.505, 2.473, -1.732)
O (3.598, 1.782, 2.187)
O (1.996, 2.835, -6.679)
O (-4.026, -1.375, 5.696)
N (2.000, -3.335, -2.463)
N (1.197, -1.780, 2.990)
N (-4.800, 2.922, 0.179)
N (3.388, 2.215, -4.003)
N (2.143, 3.189, 1.141)
N (4.794, -0.870, -0.614)
N (-1.814, 0.852, -0.404)
N (-3.453, -3.560, 5.617)
N (-4.345, 3.861, -4.474)
N (-1.821, -5.079, 0.866)
N (4.719, -0.541, 3.574)
N (-0.156, 2.359, -6.421)
N (-2.593, 0.880, 4.576)
C (1.992, -4.846, -0.566)
C (4.494, 3.613, 0.890)
C (-3.884, 3.129, -5.503)
C (-3.131, -5.031, 0.916)
C (-2.189, -2.169, 7.048)
C (-3.671, 0.157, 2.556)
C (-3.336, -2.324, 6.073)
C (-1.969, 1.419, -1.594)
C (2.875, 2.827, -2.892)
C (-1.316, -0.491, -0.279)
C (5.785, -1.424, 3.142)
C (-4.983, 2.243, -6.122)
C (-3.678, 4.937, -3.793)
C (-4.571, 4.114, 0.760)
C (0.981, 2.213, 1.226)
C (1.228, -4.091, -1.641)
C (3.345, 0.451, 5.255)
C (-0.128, -1.328, 3.164)
C (3.372, 2.777, 1.433)
C (-3.762, -4.233, -0.250)
C (0.320, 1.063, -6.034)
C (1.603, 3.712, -3.035)
C (-3.106, 4.410, 0.917)
C (-6.162, 2.348, 0.097)
C (2.884, -3.383, 2.675)
C (4.360, 1.107, -3.942)
C (3.384, -0.577, -0.414)
C (-2.495, 0.930, 3.258)
C (4.330, -0.561, 4.871)
C (5.220, -2.117, -0.835)
C (0.415, 4.478, -7.479)
C (0.846, 3.229, -6.849)
C (-1.188, -6.071, 1.736)
C (6.728, -2.171, -0.866)
C (1.578, -2.828, -3.757)
C (-1.521, 0.604, -2.813)
C (-1.532, 1.456, 5.418)
C (1.418, -3.133, 2.922)
C (-4.464, -4.018, 4.686)
H (-6.242, 1.623, 0.886)
H (-2.909, -4.217, 6.093)
H (-4.228, -0.420, 3.293)
H (-1.949, -6.897, 1.917)
H (-1.136, 2.647, -6.275)
H (1.811, 4.767, -3.040)
H (7.126, -2.513, 0.042)
H (-0.297, -6.463, 1.299)
H (5.121, 2.910, 0.319)
H (5.513, -0.149, -0.639)
H (-0.807, -5.646, 2.634)
H (3.152, -3.103, 1.591)
H (1.036, 0.721, -6.746)
H (-0.573, 4.804, -7.107)
H (0.468, 2.064, 0.262)
H (3.451, -2.692, 3.340)
H (-5.319, 3.647, -4.206)
H (3.181, -4.430, 2.752)
H (-1.789, -3.125, 7.394)
H (4.581, 0.281, 3.071)
H (-3.318, -0.534, 1.816)
H (0.777, 1.032, -5.011)
H (-4.304, 0.845, 2.004)
H (-1.955, 2.029, 6.266)
H (4.010, 0.205, -3.448)
H (2.738, -1.540, -0.555)
H (1.355, 1.282, 1.706)
H (-1.969, 1.407, 0.435)
H (-4.231, 5.036, -2.845)
H (-2.647, 4.687, -3.563)
H (-4.793, -4.078, -0.021)
H (1.124, 5.310, -7.299)
H (-0.197, -0.259, 3.196)
H (-0.520, 0.356, -6.075)
H (2.966, 2.502, -4.898)
H (1.517, -5.807, -0.468)
H (1.183, -1.823, -3.746)
H (-2.974, 5.489, 1.194)
H (0.840, -3.525, -4.186)
H (-4.282, -3.685, 3.676)
H (-0.496, -0.705, -0.907)
H (3.280, -0.143, 0.595)
H (3.076, 0.249, -1.042)
H (1.113, 3.477, -4.016)
H (-0.764, -1.712, 2.429)
H (2.076, 3.921, 0.436)
H (6.386, -1.602, 3.982)
H (3.659, 1.454, 4.998)
H (-6.813, 3.221, 0.039)
H (-5.089, 2.515, -7.174)
H (-2.095, -1.287, -0.528)
H (-3.617, -4.930, -1.203)
H (-5.485, -3.725, 5.046)
H (2.398, 0.296, 4.769)
H (7.244, -1.258, -1.097)
H (-4.384, -5.131, 4.592)
H (-0.780, 0.723, 5.697)
H (5.373, -2.341, 2.735)
H (-6.138, 1.759, -0.809)
H (-0.914, -0.602, 0.705)
H (1.884, -1.130, 2.658)
H (-3.730, 5.902, -4.309)
H (-2.539, 4.183, 0.021)
H (-3.304, -3.261, -0.479)
H (3.079, -4.953, -0.820)
H (-3.151, 0.158, 4.957)
H (5.275, 1.502, -3.475)
H (-1.312, -4.861, 0.022)
H (7.152, -2.786, -1.646)
H (-1.653, -0.481, -2.701)
H (6.431, -0.918, 2.424)
H (4.987, 4.257, 1.624)
H (-2.049, 0.949, -3.733)
H (-4.054, 2.401, -0.279)
H (2.437, -2.800, -4.404)
H (0.297, 4.264, -8.564)
H (-1.388, -1.579, 6.630)
H (4.680, 0.923, -4.940)
H (3.165, 0.332, 6.336)
H (4.082, 4.305, 0.125)
H (-0.912, 2.203, 4.886)
H (-2.785, 3.738, 1.721)
H (-5.951, 2.364, -5.526)
H (-2.508, -1.592, 7.908)
H (-4.689, 1.213, -5.918)
H (0.888, 3.313, -2.304)
H (1.947, -4.153, 0.285)
H (2.926, -3.237, -2.180)
H (-0.466, -1.809, 4.132)
H (-0.454, 0.751, -3.019)
H (0.299, 2.621, 1.963)

The value obtained for the HOMO energy is -9.17 eV. The largest force on an atom comes out at 3.93 eV Å⁻¹. For the total energy, the calculation gives -3230.7562 Ha. As for the gap between HOMO and LUMO: 9.43 eV. The value obtained for the energy above the lowest of the compared OMol25 structures with the same formula, charge and spin is 1.709 eV.

Mulliken population analysis, charges in e, atoms 1 to 99: -0.659 -0.693 -0.642 -0.430 -0.718 -0.580 -0.679 -0.680 -0.812 -0.550 -0.685 -0.769 -0.838 0.143 0.577 0.119 0.021 0.026 0.186 0.942 -0.136 -0.102 0.332 0.017 0.125 -0.082 -0.395 -1.102 0.744 0.820 -1.099 -0.559 1.028 0.429 0.444 -2.097 -1.144 -1.085 -0.803 0.720 0.066 0.571 -0.787 -1.040 0.554 -0.951 -0.724 -0.054 -0.301 -1.110 -0.285 -0.883 0.865 0.728 0.848 0.591 -1.202 0.767 -1.069 -1.541 -1.196 -0.867 -0.975 0.410 -0.852 0.291 0.196 0.510 0.303 0.324 0.455 0.310 0.362 0.174 0.235 0.309 -0.193 0.422 0.256 -0.157 -0.025 0.232 0.363 0.432 0.395 0.039 -0.071 -0.162 0.423 0.124 -0.308 -0.418 0.063 0.320 0.131 0.335 0.308 0.294 0.400